(1)
C22H22N6O2S | ωB97M-V/def2-TZVPD

Structure (XYZ):
```
53
Properties=species:S:1:pos:R:3
O 0.0849 -1.6879 0.6515
C -0.7480 -1.6030 -0.2269
C -0.3880 -1.1950 -1.6578
C 1.0691 -0.9211 -1.8072
C 1.6750 0.2571 -2.1117
C 3.0812 0.1498 -2.1995
C 3.5200 -1.1102 -1.9648
S 2.2299 -2.1900 -1.6147
N -2.0497 -1.9078 -0.0024
C -3.1493 -1.7458 -0.9259
C -4.3258 -1.0400 -0.2269
C -3.7913 -0.1493 0.9048
C -2.7440 0.8092 0.3946
N -1.5914 0.8642 0.9728
C -0.7195 1.7226 0.4012
C -0.9585 2.5581 -0.7006
N 0.1812 3.2556 -0.9260
N 1.0522 2.9037 -0.0690
N 0.5545 1.9705 0.7510
C 1.2903 1.3441 1.8202
C 2.6655 0.8962 1.3936
C 2.9899 -0.4524 1.4089
C 4.2683 -0.8619 1.0707
C 5.2237 0.0699 0.7044
C 4.8950 1.4143 0.6662
C 3.6226 1.8291 1.0156
C -2.2463 2.5252 -1.3398
O -2.6825 3.1271 -2.2893
N -3.0734 1.5822 -0.6780
C -3.2093 -1.0604 1.9937
C -2.4735 -2.2448 1.3413
H -0.9350 -0.2890 -1.9336
H -0.6898 -2.0049 -2.3291
H 1.1449 1.1759 -2.2906
H 3.7255 0.9791 -2.4265
H 4.5259 -1.4791 -1.9687
H -2.8308 -1.1598 -1.7869
H -3.4702 -2.7308 -1.2911
H -4.9001 -0.4732 -0.9605
H -5.0017 -1.7717 0.2175
H -4.6126 0.4459 1.3201
H 0.6930 0.4863 2.1381
H 1.3758 2.0603 2.6469
H 2.2374 -1.1812 1.6672
H 4.5151 -1.9133 1.0908
H 6.2217 -0.2506 0.4425
H 5.6343 2.1439 0.3701
H 3.3638 2.8761 0.9835
H -4.0091 1.5199 -1.0620
H -4.0117 -1.4336 2.6299
H -2.5193 -0.4810 2.6032
H -1.5829 -2.5084 1.9110
H -3.1270 -3.1202 1.2781
```

Values from the calculation:
HOMO: -8.4 eV
E_tot: -1728.78989 Eh
relative energy (zero: lowest compared OMol25 entry of this formula, charge and spin): 0.00 kcal per mole
structure (SMILES): O=C(Cc1cccs1)N1CCC(c2nc3c(nnn3Cc3ccccc3)c(=O)[nH]2)CC1

=====

(2)
C22H23AuO3PSi | ωB97M-V/def2-TZVPD

Structure (XYZ):
```
51
Properties=species:S:1:pos:R:3
Au -1.1870 0.0139 -0.3703
O -0.9214 2.3101 2.4423
C 0.0483 1.9553 1.7900
O 0.0522 1.1293 0.8076
C 1.4188 2.5496 2.0848
C 1.4830 3.4236 3.1621
C 2.6808 4.0047 3.5447
C 3.8306 3.7109 2.8347
C 3.7793 2.8598 1.7416
C 2.5818 2.2666 1.3299
P 2.5614 1.0601 -0.0716
C 4.2534 1.4205 -0.8068
C 5.2443 0.4656 -0.5841
C 6.5202 0.6089 -1.1164
C 6.8209 1.7144 -1.8979
C 5.8425 2.6716 -2.1392
C 4.5730 2.5245 -1.5983
C 1.5801 1.9338 -1.3667
C 1.4824 1.2970 -2.6036
C 0.7268 1.8463 -3.6274
C 0.0528 3.0438 -3.4272
C 0.1439 3.6845 -2.2009
C 0.9016 3.1314 -1.1750
H 0.5674 3.6314 3.6999
H 2.7129 4.6829 4.3888
H 4.7783 4.1443 3.1353
H 4.6905 2.6472 1.2020
H 5.0023 -0.4086 0.0121
H 7.2758 -0.1462 -0.9336
H 7.8109 1.8286 -2.3237
H 6.0710 3.5323 -2.7566
H 3.8200 3.2779 -1.7975
H 1.9982 0.3553 -2.7601
H 0.6468 1.3299 -4.5764
H -0.5495 3.4704 -4.2206
H -0.3839 4.6158 -2.0341
H 0.9548 3.6390 -0.2201
C -4.9569 -0.4438 -1.1874
Si -3.5961 -0.8632 -2.4298
C -3.5770 0.4811 -3.7589
C -4.0763 -2.4637 -3.3150
O -2.1919 -1.0721 -1.6978
H -5.9630 -0.4232 -1.6182
H -4.7608 0.5286 -0.7265
H -4.9407 -1.1921 -0.3891
H -4.5663 0.6287 -4.2041
H -2.8843 0.2080 -4.5612
H -3.2443 1.4386 -3.3472
H -5.0830 -2.4097 -3.7420
H -4.0476 -3.3055 -2.6171
H -3.3760 -2.6791 -4.1273
```

Values from the calculation:
HOMO: -5.5 eV
E_tot: -1844.57133 Eh
relative energy (zero: lowest compared OMol25 entry of this formula, charge and spin): 0.00 kcal per mole
total charge: -1

=====

(3)
C22H23F10LiN5S | ωB97M-V/def2-TZVPD

Structure (XYZ):
```
62
Properties=species:S:1:pos:R:3
Li 0.8614 -0.2001 -0.1792
C 4.5999 -0.9771 -1.1790
N 3.1807 -1.2490 -1.1720
C 2.5507 -1.0125 -2.4635
C 2.2942 0.4807 -2.6942
N 1.5306 0.9676 -1.5704
C 1.3027 2.2539 -1.3661
C 1.6294 3.4001 -2.1382
F 2.3122 3.2603 -3.3033
C 1.2734 4.6825 -1.7701
F 1.6116 5.7119 -2.5664
C 0.5716 4.9448 -0.6089
F 0.2046 6.2028 -0.2809
C 0.2477 3.8678 0.2019
F -0.4227 4.0724 1.3470
C 0.6152 2.6019 -0.1690
F 0.3232 1.5581 0.6687
C 2.8571 -2.4960 -0.4908
C 2.6001 -2.2503 0.9934
N 1.3175 -1.5782 1.1288
C 0.8277 -1.2916 2.3379
C -0.5217 -0.8381 2.4377
F -1.2260 -0.7197 1.2846
C -1.1588 -0.5076 3.6056
F -2.4368 -0.0904 3.5784
C -0.5032 -0.6208 4.8196
F -1.1218 -0.3190 5.9803
C 0.8007 -1.0664 4.7963
F 1.4701 -1.1815 5.9558
C 1.4386 -1.3924 3.6142
F 2.7292 -1.7983 3.7191
H 4.7952 0.0256 -1.5607
H 5.1574 -1.7002 -1.8040
H 4.9978 -1.0294 -0.1639
H 1.5813 -1.5194 -2.4650
H 3.1482 -1.4204 -3.2969
H 1.7616 0.5932 -3.6493
H 3.2540 1.0004 -2.8086
H 3.6541 -3.2462 -0.6201
H 1.9383 -2.9057 -0.9177
H 3.4360 -1.6625 1.3948
H 2.6085 -3.2159 1.5200
C -2.3818 -2.7817 -0.9764
N -3.0980 -1.6055 -0.5183
C -3.7284 -1.7572 0.7902
C -2.7741 -0.3840 -1.0190
S -1.5248 -0.1443 -2.0937
N -3.5537 0.6570 -0.5305
C -3.0291 2.0104 -0.6465
C -4.9855 0.5730 -0.7770
H -2.9583 -3.6655 -0.6993
H -1.3878 -2.8344 -0.5212
H -2.2588 -2.7485 -2.0548
H -3.1040 -2.4007 1.4132
H -4.7206 -2.2114 0.7086
H -3.8112 -0.7912 1.2765
H -2.0141 2.0408 -0.2616
H -3.6545 2.6640 -0.0358
H -3.0211 2.3725 -1.6789
H -5.3446 -0.4442 -0.6452
H -5.2272 0.8936 -1.7988
H -5.5137 1.2221 -0.0772
```

Values from the calculation:
HOMO: -3.9 eV
E_tot: -2530.32163 Eh
relative energy (zero: lowest compared OMol25 entry of this formula, charge and spin): 0.00 kcal per mole
total charge: -1

=====

(4)
C22H23FN2O5S | ωB97M-V/def2-TZVPD

Structure (XYZ):
```
54
Properties=species:S:1:pos:R:3
C -4.5453 -3.3231 -1.4415
N -3.7518 -2.1529 -1.1600
C -2.8427 -2.1157 -0.1550
O -2.5939 -3.0683 0.5543
C -2.1467 -0.8114 -0.0315
C -2.6632 0.4606 0.0182
C -4.0340 0.9408 0.0474
C -4.3205 2.2396 -0.3790
C -5.6153 2.7178 -0.3603
C -6.6251 1.8882 0.0948
F -7.8924 2.3462 0.1105
C -6.3693 0.6028 0.5417
C -5.0712 0.1334 0.5209
O -1.6688 1.3953 0.0852
C -0.4958 0.7231 0.0945
C 0.7822 1.2522 0.1440
C 1.8387 0.3548 0.1473
N 3.1730 0.8125 0.1983
C 3.5142 1.8632 1.1369
C 4.9304 1.6872 1.7098
O 5.9431 2.0778 0.8244
S 4.0222 0.6832 -1.2328
C 4.2178 2.3769 -1.8561
O 3.2135 -0.0396 -2.1635
O 5.3361 0.1627 -0.9600
C 1.6332 -1.0410 0.1052
C 2.8127 -1.9454 0.1581
C 2.7755 -3.1977 0.9791
C 3.6155 -2.0400 1.4247
C 0.3512 -1.5473 0.0343
C -0.7237 -0.6630 0.0320
H -5.6082 -3.1121 -1.3058
H -4.2372 -4.0989 -0.7422
H -4.3762 -3.6688 -2.4626
H -3.9118 -1.3277 -1.7144
H -3.5162 2.8677 -0.7288
H -5.8502 3.7172 -0.6904
H -7.1797 -0.0073 0.9076
H -4.8528 -0.8546 0.8936
H 0.9414 2.3180 0.1836
H 2.7991 1.8022 1.9605
H 3.4385 2.8611 0.6856
H 5.0263 2.3370 2.5852
H 5.0574 0.6449 2.0228
H 6.0447 1.3677 0.1643
H 4.6519 2.2791 -2.8429
H 4.8807 2.9303 -1.2029
H 3.2346 2.8240 -1.9228
H 3.3710 -1.9719 -0.7689
H 3.2696 -4.0767 0.5949
H 1.8795 -3.4114 1.5416
H 4.6890 -2.1095 1.3418
H 3.2752 -1.4731 2.2788
H 0.1740 -2.6101 -0.0001
```

Values from the calculation:
HOMO: -8.2 eV
E_tot: -1835.88401 Eh
relative energy (zero: lowest compared OMol25 entry of this formula, charge and spin): 24.57 kcal per mole
structure (SMILES): CNC(=O)c1c(-c2ccc(F)cc2)oc2cc(N(CCO)S(C)(=O)=O)c(C3CC3)cc12